DFT (ωB97M-V with the def2-TZVPD basis set) results for the molecule C5H12N2O in a non-equilibrium geometry.

XYZ file:
```
20
Properties=species:S:1:pos:R:3:forces:R:3
O -3.205371 0.013143 -2.603785 0.44 -0.98 -0.85
N -1.495012 0.258998 -1.172663 2.94 0.19 -1.93
N 1.026424 0.401815 1.221377 0.00 0.31 0.68
C 3.195637 -0.024575 2.288424 1.24 0.10 -1.16
C -2.062195 -0.277696 -2.316695 -1.28 2.36 2.16
C 0.004977 0.211547 -1.048430 -1.47 -1.18 2.97
C 0.089906 -0.413457 0.417451 2.50 0.74 0.25
C 1.706873 -0.122318 2.449306 -1.28 0.33 -0.77
H 0.542518 -1.387230 0.447701 0.21 -0.72 -0.48
H 0.648931 1.312659 1.443515 -0.20 -0.01 -0.20
H 3.634231 0.996562 2.390984 -0.72 -0.55 0.60
H 0.628422 1.130472 -1.014457 -1.10 -0.07 -0.31
H 1.471532 0.474847 3.325224 -0.49 0.32 0.08
H 0.431812 -0.425877 -1.805793 -0.01 -0.35 -0.18
H 3.674893 -0.724442 2.962285 0.47 0.04 0.13
H 3.513536 -0.215068 1.243811 -0.35 -0.60 0.49
H -1.351746 -0.954654 -2.791003 -0.21 -0.31 -0.56
H -1.850043 1.019178 -0.615389 -0.97 -0.10 -0.52
H 1.275693 -1.107739 2.713383 0.74 0.09 -0.39
H -0.885948 -0.564144 0.859594 -0.46 0.38 -0.02
```
Forces are in eV/Å.

## Properties
energy above the lowest of the compared OMol25 structures with the same formula, charge and spin	55.7	kcal per mole
frontier orbital gap	9.9	eV

These are the Löwdin partial charges, in e, on atoms 1 to 6:
1 O 0.013
2 N -0.004
3 N -0.106
4 C -0.124
5 C -0.343
6 C -0.133